--- one ---
Density functional theory data (wB97M-V/def2-TZVPD) for a cluster of 2 separate species, H3O2PS in total.

Geometry as XYZ:
```
7
Properties=species:S:1:pos:R:3:nbo_charge:R:1
O 0.143 2.465 1.068 -1.035
P -0.745 2.369 2.198 1.208
S -2.138 0.900 1.697 -0.361
H -1.415 0.654 0.509 0.179
O 0.484 -0.617 0.090 -0.939
H 0.199 0.153 -0.400 0.472
H 1.157 -0.378 0.697 0.477
```

Results
Multiplicity = 1
HOMO level = -10.03 eV
LUMO level = -0.025 hartree
SMILES = O=PS.O
Charge = 0

***

--- two ---
Density functional theory data (wB97M-V/def2-TZVPD) for a cluster of 2 separate species, H3O2PS in total.

Geometry as XYZ:
```
7
Properties=species:S:1:pos:R:3:nbo_charge:R:1
O 0.907 -0.129 1.408 -1.051
P 2.005 -0.385 0.478 1.565
O 1.354 -0.661 -0.932 -1.044
H 0.405 -0.672 -1.194 0.536
S -2.143 0.426 -0.100 -0.322
H -1.516 1.599 -0.079 0.143
H -1.013 -0.177 0.419 0.173
```

Results
Multiplicity = 1
HOMO level = -9.82 eV
LUMO level = -0.006 hartree
SMILES = O=PO.S
Charge = 0

***

Which is the most stable structure? two is the most stable.

***

--- one ---
Density functional theory data (wB97M-V/def2-TZVPD) for a cluster of 3 separate species, H4IO2 in total.

Geometry as XYZ:
```
7
Properties=species:S:1:pos:R:3:nbo_charge:R:1
I 21.884 23.096 8.034 -0.958
O 21.012 25.051 5.077 -0.971
H 21.176 24.387 5.772 0.500
H 20.047 25.189 5.174 0.451
O 25.056 22.925 9.473 -0.958
H 24.958 22.026 9.727 0.448
H 24.175 23.058 9.217 0.488
```

Results
Multiplicity = 1
HOMO level = -3.98 eV
LUMO level = 0.134 hartree
Charge = -1

***

--- two ---
Density functional theory data (wB97M-V/def2-TZVPD) for a structure of composition H4IO2.

Geometry as XYZ:
```
7
Properties=species:S:1:pos:R:3:nbo_charge:R:1
I -1.191 0.178 1.667 -0.791
O 0.793 1.203 -0.062 -0.990
H -0.109 1.038 0.211 0.444
H 1.296 0.485 0.323 0.447
O -0.482 -0.909 -1.031 -0.988
H -0.672 -0.645 -0.131 0.437
H 0.365 -1.351 -0.977 0.440
```

Results
Multiplicity = 1
HOMO level = -3.83 eV
LUMO level = 0.138 hartree
Charge = -1

***

Which is the most stable structure? one is the most stable.

***

--- one ---
Density functional theory data (wB97M-V/def2-TZVPD) for the molecule C3HCl3.

Geometry as XYZ:
```
7
Properties=species:S:1:pos:R:3:nbo_charge:R:1
C -1.044 -0.138 -1.392 -0.111
C 0.066 0.004 -0.660 -0.139
C 0.648 0.102 0.623 -0.161
Cl 0.909 -1.624 1.261 0.005
Cl 2.027 1.120 0.575 0.100
Cl -0.601 0.836 1.735 0.008
H -2.004 -0.299 -2.141 0.299
```

Results
Multiplicity = 1
HOMO level = -10.37 eV
LUMO level = -0.004 hartree
SMILES = C#CC(Cl)(Cl)Cl
Charge = 0

***

--- two ---
Density functional theory data (wB97M-V/def2-TZVPD) for a structure of composition C3HCl3.

Geometry as XYZ:
```
7
Properties=species:S:1:pos:R:3:nbo_charge:R:1
C -0.758 -0.404 -0.328 -0.184
C 0.376 0.433 0.240 -0.074
C 1.424 0.932 0.562 -0.169
H 2.409 1.254 0.827 0.248
Cl -1.872 0.707 -1.065 0.085
Cl 0.149 -1.731 -1.143 0.048
Cl -1.728 -1.191 0.907 0.046
```

Results
Multiplicity = 1
HOMO level = -10.71 eV
LUMO level = 0.014 hartree
Charge = 0

***

Which is the most stable structure? two is the most stable.